Density functional theory data (wB97M-V/def2-TZVPD) for a cluster of 14 separate species, C93H139F21N10O21P2S7 in total at a distorted geometry.

Last columns: bonded neighbours and bond lengths (Å).
Positions of all 293 atoms, in Å:
1 C 0.372 -1.637 -6.157  C66 1.502, C76 1.532, H81 1.099, H167 1.090
2 H 0.761 -7.989 -6.461  C194 1.097
3 H -2.925 -2.642 1.579  C41 1.116
4 F 1.323 10.028 6.092  C99 1.298
5 H 1.370 -0.065 -8.578  C206 1.149
6 C 0.656 -1.177 4.618  C111 1.411, C188 1.363, H199 1.075
7 H -5.078 0.251 -9.474  C246 1.089
8 C -1.755 3.024 -3.189  H11 1.092, H12 1.081, H108 1.095, C137 1.518
9 F 7.341 1.470 4.914  C179 1.375
10 S -4.823 -1.637 -2.744  O60 1.441, O69 1.456, O259 1.448, C293 1.856
11 H -2.244 3.969 -2.944  C8 1.092
12 H -2.449 2.214 -3.010  C8 1.081
13 C -0.689 -2.257 -1.782  H92 1.060, H201 1.069, N266 1.477, H273 1.067
14 C 6.712 8.634 6.180  H20 1.091, H74 1.095, H231 1.103, N251 1.464
15 H -2.538 0.417 -9.762  C286 1.099
16 H -1.252 -9.176 -6.122  C174 1.103
17 F -3.587 0.239 -4.025  C293 1.337
18 H 0.176 5.451 5.002  C120 1.110
19 C 0.578 0.643 6.673  C176 1.399, N178 1.338, H211 1.102
20 H 7.146 9.544 5.764  C14 1.091
21 H 4.203 -2.603 1.147  C226 1.105
22 C -6.818 -7.043 -5.758  H125 1.114, H165 1.124, C181 1.522, C236 1.515
23 C -3.168 -6.294 -0.743  H31 1.088, C172 1.536, C184 1.502, H210 1.104
24 H 2.920 0.968 7.840  C154 1.088
25 H 6.013 9.630 3.795  C267 1.068
26 S 2.308 7.605 6.343  O39 1.452, C99 1.805, O106 1.456, O263 1.449
27 H 4.653 8.420 2.024  C145 1.088
28 H -5.606 2.679 -9.824  C126 1.122
29 H 0.292 1.601 -4.097  C196 1.107
30 F -0.193 -6.292 3.421  C37 1.321
31 H -2.126 -6.009 -0.874  C23 1.088
32 H -1.441 1.064 6.205  C176 1.084
33 C 4.560 6.586 3.109  C85 1.435, C143 1.503, C145 1.408
34 F -2.943 -1.769 -4.585  C293 1.332
35 H 2.939 -5.734 4.617  C115 1.081
36 H -2.023 3.248 -5.303  C137 1.097
37 C 0.484 -6.159 2.293  F30 1.321, F47 1.319, F136 1.393, S166 1.826
38 H 2.926 -7.868 5.917  C68 1.080
39 O 2.459 7.600 4.899  S26 1.452
40 H -1.478 4.553 11.019  C59 1.087
41 C -2.831 -1.800 2.305  H3 1.116, C80 1.347, N268 1.336
42 H -0.437 4.698 8.166  C109 1.086
43 H 4.816 4.834 4.508  C85 1.085
44 F 6.284 1.207 6.844  C179 1.332
45 F -3.409 6.788 1.783  C216 1.307
46 H -1.715 2.789 1.757  C229 1.083
47 F -0.083 -6.667 1.216  C37 1.319
48 O 4.772 2.317 3.603  S56 1.431
49 H 1.046 -2.392 0.194  C163 1.084
50 F -2.063 7.970 0.507  C216 1.323
51 N 0.926 4.785 9.930  C109 1.465, C233 1.348, C240 1.373
52 H -1.891 -0.046 -1.614  C101 1.074
53 F -1.244 6.537 1.904  C216 1.394
54 H 4.807 4.056 2.203  C171 1.098
55 H -2.583 1.403 4.321  C207 1.096
56 S 4.699 1.565 4.818  O48 1.431, O79 1.462, O88 1.432, C179 1.838
57 C 0.681 -0.487 1.211  C158 1.400, C163 1.387, H215 1.067
58 C 6.172 -7.290 6.007  H170 1.051, N254 1.365, C279 1.402
59 C -1.563 4.815 9.967  H40 1.087, C109 1.588, H123 1.070, H135 1.119
60 O -5.744 -0.619 -2.304  S10 1.441
61 H 6.736 -3.499 5.357  C70 1.079
62 C -4.133 -4.489 -5.723  C177 1.519, P183 1.827, H192 1.100, H232 1.101
63 H -3.367 -4.838 0.915  C172 1.125
64 H -8.311 -9.078 -6.677  C203 1.108
65 C -4.656 -0.800 1.047  H90 1.108, H191 1.073, H218 1.087, N268 1.458
66 C 0.003 -2.998 -5.640  C1 1.502, C118 1.516, H164 1.103, H271 1.100
67 H 0.579 3.834 -10.154  C71 1.112
68 C 3.847 -7.373 5.642  H38 1.080, C115 1.379, N254 1.329
69 O -3.638 -1.685 -1.899  S10 1.456
70 C 6.184 -3.363 4.440  H61 1.079, C91 1.375, C173 1.401
71 C 0.025 2.881 -10.006  H67 1.112, C185 1.526, H234 1.107, C256 1.514
72 C -2.246 1.277 -7.805  H82 1.096, P117 1.760, H159 1.106, C286 1.501
73 H 7.147 -0.935 1.446  C151 1.058
74 H 7.536 8.010 6.543  C14 1.095
75 H -6.651 -5.435 -4.402  C181 1.091
76 C -0.822 -1.005 -6.881  C1 1.532, P117 1.785, H225 1.079, H241 1.090
77 H 0.867 6.259 0.088  C209 1.093
78 H -3.905 3.100 -9.381  C126 1.099
79 O 4.763 0.114 4.650  S56 1.462
80 C -1.834 -1.740 3.210  C41 1.347, H114 1.076, C282 1.378
81 H 1.188 -1.782 -6.879  C1 1.099
82 H -2.743 1.283 -6.829  C72 1.096
83 H -4.786 -6.967 -1.955  C184 1.104
84 H 5.591 -9.308 7.709  C257 1.087
85 C 4.957 5.889 4.298  C33 1.435, H43 1.085, C86 1.382
86 C 5.687 6.621 5.216  C85 1.382, H128 1.072, N251 1.390
87 H -3.764 -4.210 -0.709  C172 1.071
88 O 3.760 2.067 5.776  S56 1.432
89 H -6.220 -6.949 -3.692  C181 1.077
90 H -5.007 -1.836 0.875  C65 1.108
91 C 6.314 -2.200 3.718  C70 1.375, N217 1.339, H230 1.081
92 H -0.883 -1.908 -2.763  C13 1.060
93 H 0.934 -4.799 -4.728  C118 1.110
94 C 2.910 -0.453 -2.182  F107 1.386, F197 1.340, F200 1.311, S219 1.819
95 H 7.216 -5.622 5.212  C279 1.078
96 H 1.939 5.186 4.852  C120 1.112
97 H 1.278 6.674 8.945  C233 1.101
98 C 2.578 6.623 1.449  C143 1.427, H208 1.082, C209 1.374
99 C 2.322 9.389 6.619  F4 1.298, S26 1.805, F278 1.352, F291 1.369
100 H -4.100 -7.775 -6.373  C141 1.106
101 C -1.127 -0.077 -0.861  H52 1.074, C122 1.351, N266 1.336
102 F -2.117 6.201 5.010  C182 1.324
103 H 0.267 2.660 -6.662  C224 1.138
104 H -9.038 -7.641 -7.500  C203 1.069
105 H 3.861 -4.701 2.395  C124 1.088
106 O 1.032 7.089 6.818  S26 1.456
107 F 2.652 -1.714 -1.670  C94 1.386
108 H -0.954 2.964 -2.444  C8 1.095
109 C -0.260 4.359 9.183  H42 1.086, N51 1.465, C59 1.588, H180 1.095
110 H -1.301 3.155 -11.691  C185 1.085
111 C -0.536 -0.484 4.916  C6 1.411, C176 1.378, C282 1.473
112 F -2.343 5.824 7.110  C182 1.336
113 H 0.055 0.172 -9.796  C206 1.104
114 H -1.165 -2.579 3.273  C80 1.076
115 C 3.867 -6.193 4.930  H35 1.081, C68 1.379, C212 1.397
116 F -4.794 -0.967 -5.308  C293 1.303
117 P -0.628 0.666 -7.476  C72 1.760, C76 1.785, C206 1.799, C224 1.809
118 C 1.192 -3.815 -5.173  C66 1.516, H93 1.110, H190 1.085, H220 1.076
119 C 0.275 1.875 1.991  C134 1.414, C158 1.456, C229 1.366
120 C 1.000 5.315 4.270  H18 1.110, H96 1.112, N195 1.456, H280 1.064
121 H -1.537 1.797 -0.013  C122 1.094
122 C -0.970 0.868 0.091  C101 1.351, H121 1.094, C158 1.427
123 H -1.787 5.861 9.947  C59 1.070
124 C 4.546 -3.954 2.791  H105 1.088, C173 1.400, C226 1.372
125 H -6.392 -8.046 -5.989  C22 1.114
126 C -4.557 2.290 -9.738  H28 1.122, H78 1.099, H214 1.109, C246 1.511
127 O -0.254 -4.060 1.094  S166 1.453
128 H 6.004 6.224 6.160  C86 1.072
129 C 1.718 3.146 3.498  C134 1.425, N195 1.351, H260 1.100
130 H -3.834 -4.615 -2.840  C205 1.118
131 H 2.532 -0.815 8.058  C154 1.099
132 H -9.931 -8.490 -6.288  C203 1.124
133 C 2.385 5.062 11.506  H144 1.078, N187 1.336, C240 1.397
134 C 1.482 1.976 2.719  C119 1.414, C129 1.425, H228 1.058
135 H -2.389 4.281 9.434  C59 1.119
136 F 1.678 -6.827 2.550  C37 1.393
137 C -1.207 3.021 -4.605  C8 1.518, H36 1.097, C196 1.508, H284 1.113
138 H -1.141 4.769 2.948  C148 1.077
139 O 5.102 0.033 -1.078  S219 1.448
140 H 5.632 -0.831 0.747  C151 1.071
141 C -3.504 -7.405 -5.518  H100 1.106, P183 1.803, H202 1.083, C243 1.507
142 O 0.750 -3.765 3.321  S166 1.427
143 C 3.682 5.959 2.062  C33 1.503, C98 1.427, C171 1.404
144 H 3.018 5.024 12.378  C133 1.078
145 C 4.972 7.921 2.936  H27 1.088, C33 1.408, C267 1.405
146 O -1.035 5.638 -0.783  S152 1.449
147 H -5.751 -4.641 -7.204  C177 1.103
148 C -0.418 3.974 2.880  H138 1.077, N195 1.339, C229 1.402
149 H -1.182 0.903 -4.699  C196 1.100
150 O -2.582 4.354 0.576  S152 1.446
151 C 6.125 -0.819 1.697  H73 1.058, H140 1.071, H198 1.107, N217 1.468
152 S -2.365 5.543 -0.218  O146 1.449, O150 1.446, C216 1.788, O292 1.441
153 C 1.533 4.060 -0.923  H168 1.081, H213 1.096, H238 1.059, N261 1.436
154 C 2.854 -0.014 7.378  H24 1.088, H131 1.099, H161 1.088, N178 1.510
155 S -2.429 3.646 5.622  C182 1.865, O221 1.419, O265 1.439, O270 1.408
156 H 0.102 -7.144 -7.882  C194 1.089
157 H -1.479 -6.808 -5.020  C243 1.086
158 C 0.003 0.735 1.127  C57 1.400, C119 1.456, C122 1.427
159 H -2.146 2.348 -8.063  C72 1.106
160 H 5.460 -9.887 6.135  C257 1.061
161 H 3.802 -0.203 6.880  C154 1.088
162 H -4.295 1.146 2.707  C285 1.116
163 C 0.522 -1.443 0.219  H49 1.084, C57 1.387, N266 1.391
164 H -0.721 -2.831 -4.824  C66 1.103
165 H -6.725 -6.518 -6.748  C22 1.124
166 S 0.807 -4.380 2.035  C37 1.826, O127 1.453, O142 1.427, O253 1.431
167 H 0.757 -1.016 -5.348  C1 1.090
168 H 2.124 3.862 -1.806  C153 1.081
169 H -4.510 -2.154 -9.832  C189 1.089
170 H 7.009 -7.794 6.395  C58 1.051
171 C 4.023 4.644 1.708  H54 1.098, C143 1.404, C262 1.402
172 C -3.831 -5.076 -0.082  C23 1.536, H63 1.125, H87 1.071, H245 1.093
173 C 5.231 -4.276 3.969  C70 1.401, C124 1.400, C212 1.500
174 C -1.406 -8.277 -6.742  H16 1.103, C194 1.511, C243 1.598, H264 1.079
175 H -3.858 -3.856 -9.938  C189 1.080
176 C -0.595 0.440 5.937  C19 1.399, H32 1.084, C111 1.378
177 C -4.669 -4.432 -7.143  C62 1.519, H147 1.103, C223 1.558, H235 1.102
178 N 1.716 0.002 6.385  C19 1.338, C154 1.510, C188 1.340
179 C 6.284 1.877 5.693  F9 1.375, F44 1.332, S56 1.838, F269 1.334
180 H -0.288 3.266 9.233  C109 1.095
181 C -6.115 -6.366 -4.591  C22 1.522, H75 1.091, H89 1.077, P183 1.785
182 C -2.764 5.460 5.896  F102 1.324, F112 1.336, S155 1.865, F204 1.291
183 P -4.371 -6.021 -4.755  C62 1.827, C141 1.803, C181 1.785, C205 1.842
184 C -3.709 -6.750 -2.067  C23 1.502, H83 1.104, C205 1.544, H283 1.124
185 C -0.538 2.457 -11.360  C71 1.526, H110 1.085, H275 1.085, H276 1.112
186 H 2.795 8.196 10.891  C249 1.097
187 N 2.415 6.142 10.719  C133 1.336, C233 1.321, C249 1.436
188 C 1.752 -0.870 5.368  C6 1.363, N178 1.340, H258 1.060
189 C -4.574 -3.185 -9.487  H169 1.089, H175 1.080, C223 1.601, H287 1.101
190 H 1.778 -4.021 -6.062  C118 1.085
191 H -4.323 -0.533 0.062  C65 1.073
192 H -3.050 -4.298 -5.756  C62 1.100
193 O 3.135 0.203 0.289  S219 1.429
194 C -0.005 -8.022 -7.247  H2 1.097, H156 1.089, C174 1.511, H227 1.106
195 N 0.752 4.091 3.521  C120 1.456, C129 1.351, C148 1.339
196 C -0.479 1.730 -4.881  H29 1.107, C137 1.508, H149 1.100, C224 1.532
197 F 1.751 0.122 -2.531  C94 1.340
198 H 5.999 0.181 2.155  C151 1.107
199 H 0.708 -1.999 3.927  C6 1.075
200 F 3.627 -0.608 -3.268  C94 1.311
201 H -1.526 -2.833 -1.452  C13 1.069
202 H -3.568 -8.236 -4.825  C141 1.083
203 C -8.898 -8.145 -6.568  H64 1.108, H104 1.069, H132 1.124, C236 1.507
204 F -4.023 5.740 5.840  C182 1.291
205 C -3.557 -5.655 -3.145  H130 1.118, P183 1.842, C184 1.544, H290 1.087
206 C 0.493 0.611 -8.882  H5 1.149, H113 1.104, P117 1.799, C256 1.521
207 C -2.549 0.441 3.799  H55 1.096, C282 1.389, C285 1.396
208 H 2.255 7.608 1.759  C98 1.082
209 C 1.841 5.970 0.491  H77 1.093, C98 1.374, N261 1.361
210 H -3.160 -7.077 0.036  C23 1.104
211 H 0.486 1.326 7.532  C19 1.102
212 C 5.102 -5.586 4.688  C115 1.397, C173 1.500, C279 1.388
213 H 0.679 4.667 -1.244  C153 1.096
214 H -4.256 2.127 -10.794  C126 1.109
215 H 1.410 -0.615 1.980  C57 1.067
216 C -2.321 6.796 1.058  F45 1.307, F50 1.323, F53 1.394, S152 1.788
217 N 5.719 -1.945 2.546  C91 1.339, C151 1.468, C226 1.366
218 H -5.513 -0.184 1.306  C65 1.087
219 S 3.763 0.569 -0.941  C94 1.819, O139 1.448, O193 1.429, O274 1.407
220 H 1.837 -3.288 -4.492  C118 1.076
221 O -1.014 3.543 5.649  S155 1.419
222 H -4.902 1.148 -7.958  C246 1.091
223 C -4.292 -3.131 -7.912  C177 1.558, C189 1.601, H250 1.114, H255 1.090
224 C 0.261 1.613 -6.218  H103 1.138, P117 1.809, C196 1.532, H252 1.112
225 H -1.785 -1.055 -6.397  C76 1.079
226 C 4.789 -2.819 2.059  H21 1.105, C124 1.372, N217 1.366
227 H 0.269 -8.866 -7.908  C194 1.106
228 H 2.254 1.255 2.663  C134 1.058
229 C -0.705 2.815 2.146  H46 1.083, C119 1.366, C148 1.402
230 H 6.881 -1.381 4.140  C91 1.081
231 H 6.000 8.849 6.995  C14 1.103
232 H -4.603 -3.684 -5.136  C62 1.101
233 C 1.475 6.009 9.801  N51 1.348, H97 1.101, N187 1.321
234 H -0.763 3.234 -9.313  C71 1.107
235 H -4.186 -5.317 -7.589  C177 1.102
236 C -8.275 -7.334 -5.461  C22 1.515, C203 1.507, H281 1.070, H289 1.091
237 H 1.005 3.217 11.450  C240 1.106
238 H 1.155 3.213 -0.412  C153 1.059
239 H -3.160 -0.518 -8.390  C286 1.086
240 C 1.397 4.177 11.068  N51 1.373, C133 1.397, H237 1.106
241 H -0.955 -1.553 -7.814  C76 1.090
242 H 3.898 7.183 11.718  C249 1.103
243 C -2.072 -7.107 -5.879  C141 1.507, H157 1.086, C174 1.598, H247 1.113
244 H 3.869 7.258 9.803  C249 1.110
245 H -4.886 -5.331 0.047  C172 1.093
246 C -4.482 1.001 -8.955  H7 1.089, C126 1.511, H222 1.091, C286 1.529
247 H -2.095 -6.222 -6.553  C243 1.113
248 H 3.587 3.164 0.129  C262 1.085
249 C 3.332 7.247 10.774  H186 1.097, N187 1.436, H242 1.103, H244 1.110
250 H -3.203 -3.012 -7.705  C223 1.114
251 N 6.032 7.959 5.073  C14 1.464, C86 1.390, C267 1.372
252 H 1.280 1.168 -6.183  C224 1.112
253 O 2.104 -4.369 1.431  S166 1.431
254 N 4.959 -7.901 6.141  C58 1.365, C68 1.329, C257 1.507
255 H -4.711 -2.253 -7.422  C223 1.090
256 C 1.020 1.970 -9.318  C71 1.514, C206 1.521, H277 1.101, H288 1.123
257 C 4.967 -9.246 6.821  H84 1.087, H160 1.061, N254 1.507, H272 1.089
258 H 2.681 -1.295 5.085  C188 1.060
259 O -5.319 -2.932 -3.160  S10 1.448
260 H 2.604 3.309 4.129  C129 1.100
261 N 2.318 4.777 0.043  C153 1.436, C209 1.361, C262 1.349
262 C 3.367 4.124 0.584  C171 1.402, H248 1.085, N261 1.349
263 O 3.473 7.149 7.075  S26 1.449
264 H -2.120 -8.553 -7.502  C174 1.079
265 O -2.977 3.432 4.309  S155 1.439
266 N -0.422 -1.209 -0.776  C13 1.477, C101 1.336, C163 1.391
267 C 5.673 8.626 3.929  H25 1.068, C145 1.405, N251 1.372
268 N -3.634 -0.755 2.086  C41 1.336, C65 1.458, C285 1.316
269 F 6.423 3.177 5.958  C179 1.334
270 O -3.054 2.966 6.684  S155 1.408
271 H -0.548 -3.603 -6.375  C66 1.100
272 H 3.998 -9.678 7.065  C257 1.089
273 H 0.161 -2.898 -1.699  C13 1.067
274 O 3.524 1.872 -1.415  S219 1.407
275 H -1.003 1.477 -11.367  C185 1.085
276 H 0.320 2.481 -12.068  C185 1.112
277 H 1.609 2.426 -8.507  C256 1.101
278 F 3.488 9.847 6.112  C99 1.352
279 C 6.256 -6.112 5.252  C58 1.402, H95 1.078, C212 1.388
280 H 1.215 6.164 3.665  C120 1.064
281 H -8.362 -7.789 -4.496  C236 1.070
282 C -1.689 -0.628 4.011  C80 1.378, C111 1.473, C207 1.389
283 H -3.154 -7.645 -2.459  C184 1.124
284 H -0.520 3.886 -4.744  C137 1.113
285 C -3.551 0.324 2.834  H162 1.116, C207 1.396, N268 1.316
286 C -3.052 0.485 -8.793  H15 1.099, C72 1.501, H239 1.086, C246 1.529
287 H -5.586 -3.592 -9.633  C189 1.101
288 H 1.817 1.812 -10.093  C256 1.123
289 H -8.783 -6.379 -5.323  C236 1.091
290 H -2.506 -5.548 -3.405  C205 1.087
291 F 2.339 9.644 7.965  C99 1.369
292 O -3.426 6.004 -1.077  S152 1.441
293 C -3.994 -1.008 -4.281  S10 1.856, F17 1.337, F34 1.332, F116 1.303

LUMO: -8.71 eV
charge: +4
E_tot: -11320.94618 Eh
spin multiplicity: 1